Arrangement one

ORCA calculation (ωB97M-V/def2-TZVPD) on a 2-piece molecular cluster, C4H8O2 overall.

ORCA input file:
```
! RIJCOSX wB97M-V def2-TZVPD def2/J DEFGRID3
* xyz 0 1
C -0.25 -0.84 1.25
C -0.34 0.49 0.53
C 1.02 1.03 0.10
O 2.05 0.42 0.21
C -1.20 0.43 -0.73
O -1.61 -0.60 -1.21
H -1.22 -1.11 1.68
H 0.06 -1.63 0.56
H 0.49 -0.79 2.06
H -0.79 1.28 1.16
H 1.00 2.05 -0.34
H -1.41 1.41 -1.20
H 1.43 -1.00 -1.90
H 0.76 -1.15 -2.18
*
```

Computed properties:
SMILES string: CC(C=O)C=O.[H][H]

And the Löwdin charges, in e, turn out to be: -0.06, -0.31, -0.25, 0.05, -0.25, 0.05, 0.09, 0.08, 0.09, 0.15, 0.13, 0.13, 0.05, 0.05

Arrangement two

ORCA calculation (ωB97M-V/def2-TZVPD) on a 2-piece molecular cluster, C4H8O2 overall.

ORCA input file:
```
! RIJCOSX wB97M-V def2-TZVPD def2/J DEFGRID3
* xyz 0 1
C -0.84 0.77 1.80
C -0.61 0.07 0.49
O -1.28 -0.88 0.14
C 0.48 0.64 -0.38
C 1.59 -0.20 -0.85
O 0.55 0.19 -1.71
H -1.29 1.75 1.59
H -1.54 0.18 2.40
H 0.09 0.93 2.35
H 0.67 1.71 -0.25
H 1.62 -1.25 -0.57
H 2.56 0.27 -1.05
H -0.89 -2.44 -2.00
H -1.10 -1.73 -1.96
*
```

Computed properties:
SMILES string: CC(=O)[C@H]1CO1.[H][H]

And the Löwdin charges, in e, turn out to be: -0.01, -0.40, 0.06, -0.24, -0.09, -0.04, 0.09, 0.09, 0.09, 0.15, 0.12, 0.11, 0.04, 0.03

Ranked by calculated energy, most stable first: arrangement one, arrangement two.

Arrangement one

ORCA calculation (ωB97M-V/def2-TZVPD) on a single C4H8O2 molecule.

ORCA input file:
```
! RIJCOSX wB97M-V def2-TZVPD def2/J DEFGRID3
* xyz 0 1
C -2.13 -0.39 0.39
C -0.98 -1.01 0.23
O 0.11 -0.72 1.00
C 1.27 -0.33 0.28
C 1.19 1.11 -0.20
O 0.19 1.37 -1.16
H -3.00 -0.67 -0.19
H -2.22 0.42 1.11
H -0.83 -1.82 -0.50
H 2.11 -0.44 0.97
H 1.44 -1.01 -0.58
H 0.99 1.75 0.66
H 2.18 1.39 -0.60
H -0.10 0.55 -1.56
*
```

Computed properties:
SMILES string: C=COCCO

And the Löwdin charges, in e, turn out to be: 0.04, -0.26, -0.10, -0.20, -0.24, -0.06, 0.06, 0.07, 0.12, 0.13, 0.13, 0.12, 0.12, 0.07

Arrangement two

ORCA calculation (ωB97M-V/def2-TZVPD) on a single C4H8O2 molecule.

ORCA input file:
```
! RIJCOSX wB97M-V def2-TZVPD def2/J DEFGRID3
* xyz 0 1
C 2.01 0.29 -0.36
O 0.69 -0.17 -0.54
C 0.10 -0.55 0.67
C -1.38 -0.82 0.48
C -1.78 1.26 -0.54
O -2.01 0.48 0.49
H 2.39 0.58 -1.34
H 2.65 -0.50 0.06
H 2.05 1.16 0.32
H 0.15 0.28 1.40
H 0.60 -1.43 1.10
H -1.76 -1.36 1.35
H -1.62 -1.38 -0.43
H -2.14 2.23 -0.12
*
```

And the Löwdin charges, in e, turn out to be: -0.11, -0.20, -0.25, -0.16, 0.08, -0.18, 0.09, 0.09, 0.09, 0.13, 0.13, 0.13, 0.13, 0.02

Ranked by calculated energy, most stable first: arrangement one, arrangement two.

Arrangement one

ORCA calculation (ωB97M-V/def2-TZVPD) on a single C4H8O2 molecule.

ORCA input file:
```
! RIJCOSX wB97M-V def2-TZVPD def2/J DEFGRID3
* xyz 0 1
C 1.33 0.10 -0.37
C 0.67 -0.71 0.76
C -0.83 -0.41 0.88
O -1.40 -0.33 -0.44
C -1.30 0.82 -1.11
O -1.01 1.90 -0.67
H 2.34 0.42 -0.12
H 1.38 -0.49 -1.30
H 0.79 1.03 -0.56
H 1.14 -0.47 1.72
H 0.81 -1.78 0.60
H -1.37 -1.22 1.37
H -1.02 0.53 1.42
H -1.52 0.62 -2.17
*
```

Computed properties:
SMILES string: CCCOC=O

And the Löwdin charges, in e, turn out to be: -0.10, -0.20, -0.17, -0.03, -0.37, 0.05, 0.07, 0.08, 0.05, 0.11, 0.11, 0.12, 0.12, 0.15

Arrangement two

ORCA calculation (ωB97M-V/def2-TZVPD) on a 2-piece molecular cluster, C4H8O2 overall.

ORCA input file:
```
! RIJCOSX wB97M-V def2-TZVPD def2/J DEFGRID3
* xyz 0 1
C -1.45 -0.11 1.71
C -0.17 0.10 1.97
O 0.46 1.26 1.57
H -1.95 -1.02 2.02
H -2.02 0.61 1.13
H 0.44 -0.60 2.54
H 1.00 1.06 0.79
C 1.05 -0.52 -1.78
C -0.17 0.28 -1.42
O -1.22 -0.22 -1.11
H 0.94 -0.85 -2.82
H 1.11 -1.42 -1.15
H 1.98 0.06 -1.71
H -0.08 1.39 -1.49
*
```

Computed properties:
SMILES string: C=CO.CC=O

And the Löwdin charges, in e, turn out to be: 0.01, -0.28, -0.04, 0.06, 0.07, 0.11, 0.07, -0.05, -0.33, 0.03, 0.09, 0.09, 0.07, 0.12

Ranked by calculated energy, most stable first: arrangement one, arrangement two.

Arrangement one

ORCA calculation (ωB97M-V/def2-TZVPD) on a 2-piece molecular cluster, CH7N2O overall.

ORCA input file:
```
! RIJCOSX wB97M-V def2-TZVPD def2/J DEFGRID3
* xyz 1 1
N 0.88 -0.94 0.47
C -0.26 -1.38 0.04
N -1.35 -0.55 0.23
H 1.05 -0.08 0.83
H 1.72 -1.39 0.15
H -0.50 -2.25 -0.50
H -2.16 -0.80 -0.12
H -1.06 0.23 0.78
H 0.07 3.06 -0.61
H 1.50 2.22 -0.65
O 0.53 2.22 -0.62
*
```

And the Löwdin charges, in e, turn out to be: 0.22, -0.06, 0.23, 0.08, 0.15, 0.15, 0.07, 0.12, 0.05, 0.06, -0.07

Arrangement two

ORCA calculation (ωB97M-V/def2-TZVPD) on CH7N2O as an isolated structure.

ORCA input file:
```
! RIJCOSX wB97M-V def2-TZVPD def2/J DEFGRID3
* xyz 1 1
O -0.98 0.72 -1.34
H -0.38 -0.67 -0.90
H -1.74 1.31 -1.23
H -0.73 0.80 -0.17
N 0.55 -1.01 -0.32
C 0.37 -0.35 1.00
N 0.01 0.81 0.94
H 1.21 -0.50 -0.90
H 0.72 -2.01 -0.32
H 1.19 -0.64 1.67
H -0.23 1.54 1.56
*
```

And the Löwdin charges, in e, turn out to be: -0.19, 0.16, 0.06, 0.04, 0.18, -0.10, 0.20, 0.17, 0.17, 0.17, 0.15

Ranked by calculated energy, most stable first: arrangement one, arrangement two.

Arrangement one

ORCA calculation (ωB97M-V/def2-TZVPD) on a single C3H4N2O molecule.

ORCA input file:
```
! RIJCOSX wB97M-V def2-TZVPD def2/J DEFGRID3
* xyz 0 1
N 2.44 0.26 -1.39
C 1.69 0.15 -0.51
C 0.72 -0.01 0.59
N -0.53 -0.58 0.15
C -1.54 0.24 -0.25
O -1.52 1.44 -0.15
H 0.51 0.97 1.01
H 1.17 -0.63 1.37
H -0.56 -1.56 -0.09
H -2.40 -0.32 -0.66
*
```

Computed properties:
SMILES string: N#CCNC=O

And the Löwdin charges, in e, turn out to be: 0.14, -0.19, -0.18, 0.01, -0.35, 0.03, 0.13, 0.13, 0.14, 0.13

Arrangement two

ORCA calculation (ωB97M-V/def2-TZVPD) on a single C3H4N2O molecule.

ORCA input file:
```
! RIJCOSX wB97M-V def2-TZVPD def2/J DEFGRID3
* xyz 0 1
N -0.36 -0.89 1.19
C -0.03 -0.09 0.20
C -0.33 1.25 0.05
N -0.08 1.72 -1.09
O 0.42 0.70 -1.80
C 0.66 -0.38 -0.95
H 0.00 -0.80 2.19
H -0.37 -2.12 0.90
H -0.85 1.87 0.79
H 0.93 -1.25 -1.48
*
```

Computed properties:
SMILES string: Nc1cnoc1

And the Löwdin charges, in e, turn out to be: 0.04, -0.44, -0.14, 0.05, -0.07, -0.01, 0.11, 0.23, 0.13, 0.11

Ranked by calculated energy, most stable first: arrangement one, arrangement two.

Arrangement one

ORCA calculation (ωB97M-V/def2-TZVPD) on a single C3H4N2O molecule.

ORCA input file:
```
! RIJCOSX wB97M-V def2-TZVPD def2/J DEFGRID3
* xyz 0 1
O 0.75 1.18 1.50
C 0.28 0.29 0.58
C 0.04 -1.04 0.61
N -0.51 -1.44 -0.61
C -0.52 -0.38 -1.35
N -0.06 0.75 -0.69
H 0.01 1.42 2.07
H 0.26 -1.73 1.40
H -0.92 -0.32 -2.36
H 0.70 1.28 -1.09
*
```

Computed properties:
SMILES string: Oc1cnc[nH]1

And the Löwdin charges, in e, turn out to be: 0.06, -0.39, -0.09, 0.05, -0.21, 0.10, 0.12, 0.11, 0.11, 0.15

Arrangement two

ORCA calculation (ωB97M-V/def2-TZVPD) on a single C3H4N2O molecule.

ORCA input file:
```
! RIJCOSX wB97M-V def2-TZVPD def2/J DEFGRID3
* xyz 0 1
O -1.98 0.06 0.39
C -0.77 -0.17 -0.24
C 0.37 0.80 -0.10
C 1.46 0.04 -0.01
N 1.10 -1.35 0.05
N -0.14 -1.49 0.02
H -1.84 0.17 1.34
H -1.00 -0.25 -1.31
H 0.28 1.88 -0.14
H 2.51 0.31 0.00
*
```

Computed properties:
SMILES string: O[C@H]1C=CN=N1

And the Löwdin charges, in e, turn out to be: 0.01, -0.43, -0.01, -0.11, 0.01, 0.05, 0.11, 0.17, 0.11, 0.10

Arrangement three

ORCA calculation (ωB97M-V/def2-TZVPD) on a single C3H4N2O molecule.

ORCA input file:
```
! RIJCOSX wB97M-V def2-TZVPD def2/J DEFGRID3
* xyz 0 1
N -0.48 -0.32 -2.05
C -0.85 0.35 -1.17
C -0.84 0.85 0.16
C 0.50 -0.12 0.89
N 1.00 -0.96 -0.02
O 0.69 0.16 2.05
H -1.74 0.62 0.73
H -0.55 1.90 0.25
H 1.76 -1.58 0.29
H 0.51 -0.91 -1.12
*
```

Computed properties:
SMILES string: N#CCC(N)=O

And the Löwdin charges, in e, turn out to be: 0.14, -0.22, -0.03, -0.47, 0.10, 0.04, 0.11, 0.11, 0.12, 0.10

Ranked by calculated energy, most stable first: arrangement one, arrangement three, arrangement two.

Arrangement one

ORCA calculation (ωB97M-V/def2-TZVPD) on a 2-piece molecular cluster, C3H4N2O overall.

ORCA input file:
```
! RIJCOSX wB97M-V def2-TZVPD def2/J DEFGRID3
* xyz 0 1
O 2.39 0.60 -0.29
C 1.31 -0.04 -0.07
N 0.84 -1.22 0.03
C -1.31 -0.57 0.10
C -1.68 0.60 0.05
N 0.56 1.05 0.39
H 1.46 -1.96 -0.26
H -1.37 -1.61 0.21
H -2.53 1.27 0.01
H 0.35 1.88 -0.17
*
```

And the Löwdin charges, in e, turn out to be: 0.06, -0.75, 0.10, 0.03, 0.05, 0.25, 0.08, 0.05, 0.06, 0.08

Arrangement two

ORCA calculation (ωB97M-V/def2-TZVPD) on a single C3H4N2O molecule.

ORCA input file:
```
! RIJCOSX wB97M-V def2-TZVPD def2/J DEFGRID3
* xyz 0 1
O 2.07 -0.07 -0.03
C 0.71 0.06 0.01
C -0.03 1.20 -0.39
N -1.33 1.00 -0.22
N -1.42 -0.24 0.28
C -0.23 -0.85 0.45
H 2.30 -0.73 -0.69
H 0.35 2.13 -0.78
H -2.33 -0.63 0.44
H -0.13 -1.84 0.89
*
```

Computed properties:
SMILES string: Oc1cn[nH]c1

And the Löwdin charges, in e, turn out to be: 0.02, -0.34, -0.10, 0.02, -0.05, -0.04, 0.11, 0.11, 0.15, 0.12

Arrangement three

ORCA calculation (ωB97M-V/def2-TZVPD) on a single C3H4N2O molecule.

ORCA input file:
```
! RIJCOSX wB97M-V def2-TZVPD def2/J DEFGRID3
* xyz 0 1
O -2.13 -0.16 0.43
C -0.80 -0.02 0.37
N -0.03 0.57 1.23
C 1.29 0.42 0.71
C 1.17 -0.28 -0.48
N -0.15 -0.53 -0.72
H -2.39 0.25 1.26
H 1.63 1.18 -0.09
H 1.98 -0.56 -1.13
H -0.57 -0.87 -1.57
*
```

Computed properties:
SMILES string: Oc1ncc[nH]1

And the Löwdin charges, in e, turn out to be: 0.10, -0.50, 0.09, -0.19, -0.16, 0.13, 0.12, 0.13, 0.12, 0.16

Ranked by calculated energy, most stable first: arrangement two, arrangement three, arrangement one.

Arrangement one

ORCA calculation (ωB97M-V/def2-TZVPD) on C3H4N2O as an isolated structure.

ORCA input file:
```
! RIJCOSX wB97M-V def2-TZVPD def2/J DEFGRID3
* xyz 0 1
C 1.60 0.12 -0.04
C 0.12 0.06 -0.01
C -1.80 -0.47 0.07
O -1.96 0.76 -0.36
N -0.64 1.16 0.20
N -0.61 -1.04 -0.18
H -2.65 -0.98 0.49
H 1.95 -0.17 -1.04
H 1.96 1.13 0.17
H 2.02 -0.56 0.70
*
```

And the Löwdin charges, in e, turn out to be: -0.02, -0.45, -0.20, 0.02, 0.12, 0.15, 0.14, 0.09, 0.08, 0.08

Arrangement two

ORCA calculation (ωB97M-V/def2-TZVPD) on a single C3H4N2O molecule.

ORCA input file:
```
! RIJCOSX wB97M-V def2-TZVPD def2/J DEFGRID3
* xyz 0 1
O 0.82 1.02 -1.78
C 0.42 0.38 -0.65
C 0.64 -0.77 0.00
C -0.24 -0.80 1.36
N -0.93 0.29 1.41
N -0.67 0.94 0.28
H 1.36 0.44 -2.32
H 1.25 -1.60 -0.26
H -0.26 -1.46 2.24
H -1.00 1.84 0.04
*
```

Computed properties:
SMILES string: Oc1ccn[nH]1

And the Löwdin charges, in e, turn out to be: 0.08, -0.30, -0.02, -0.12, -0.02, -0.02, 0.12, 0.07, 0.09, 0.12

Ranked by calculated energy, most stable first: arrangement two, arrangement one.